1.
The following is a quantum chemistry calculation of a structure of composition C38H27F5N6O4RuS2 in a non-equilibrium geometry, from OMol25.

Results
- Kohn-Sham gap (alpha / beta) (Eh) = 0.2398 / 0.2248
- HOMO (alpha / beta) (eV) = -10.345 / -10.369
- electronic energy (a.u.) = -3484.1733

```
! RIJCOSX wB97M-V def2-TZVPD def2/J DEFGRID3
* xyz 1 2
Ru -0.335 -0.474 -1.111
C -1.765 3.065 -3.478
O -1.401 1.976 -4.378
C -0.857 1.063 -3.596
N -0.590 1.345 -2.367
C -0.958 2.777 -2.196
C -1.704 3.128 -0.937
C -2.019 2.172 0.009
C -2.763 2.499 1.137
C -3.161 3.812 1.330
C -2.818 4.787 0.401
C -2.097 4.449 -0.730
C -0.569 -0.278 -4.113
C -0.716 -0.722 -5.416
C -0.393 -2.047 -5.691
C 0.052 -2.884 -4.670
C 0.159 -2.353 -3.397
N -0.128 -1.075 -3.135
C 0.540 -3.069 -2.172
N 0.445 -2.492 -1.031
C 0.920 -3.440 -0.003
C 1.173 -4.725 -0.838
O 0.943 -4.322 -2.227
C 2.179 -2.971 0.686
C 3.122 -2.200 0.018
C 4.306 -1.844 0.647
C 4.557 -2.267 1.944
C 3.622 -3.048 2.608
C 2.435 -3.395 1.983
H -2.842 3.011 -3.316
H -1.499 3.997 -3.968
H -0.019 3.344 -2.220
H -1.680 1.151 -0.160
H -3.018 1.726 1.845
H -3.737 4.079 2.205
H -3.120 5.814 0.555
H -1.845 5.213 -1.455
H -1.078 -0.049 -6.178
H -0.496 -2.431 -6.697
H 0.305 -3.920 -4.844
H 0.129 -3.582 0.727
H 0.489 -5.541 -0.612
H 2.203 -5.066 -0.772
H 2.936 -1.867 -0.995
H 5.032 -1.239 0.121
H 5.479 -1.990 2.435
H 3.810 -3.376 3.622
H 1.695 -3.975 2.517
F -1.731 -2.547 0.882
C -2.659 -2.023 0.065
C -2.278 -1.178 -0.972
C -3.330 -0.750 -1.772
F -3.098 0.074 -2.826
C -4.655 -1.097 -1.571
F -5.614 -0.643 -2.380
C -4.979 -1.927 -0.511
F -6.242 -2.278 -0.297
C -3.971 -2.397 0.314
F -4.270 -3.209 1.326
N 2.425 3.646 5.822
C 1.832 2.723 5.022
C 0.751 3.083 4.198
C 0.138 2.145 3.402
C 0.597 0.830 3.398
C 1.671 0.458 4.204
C 2.286 1.395 5.004
S -0.204 -0.382 2.432
O -1.617 -0.138 2.392
O 0.279 -1.666 2.850
N 0.312 -0.088 0.896
C 1.473 0.459 0.496
S 2.756 1.292 1.309
C 3.477 1.602 -0.242
C 2.729 1.092 -1.244
N 1.611 0.429 -0.818
H 2.066 4.580 5.881
H 3.156 3.383 6.455
H 0.394 4.104 4.206
H -0.704 2.424 2.779
H 2.006 -0.569 4.196
H 3.119 1.109 5.632
H 4.403 2.143 -0.316
H 2.951 1.154 -2.298
*
```

Mulliken population analysis, charges in e, atoms 1 to 4: atom 1 (Ru): -0.313, atom 2 (C): -0.674, atom 3 (O): -0.444, atom 4 (C): -0.157

2.
The following is a quantum chemistry calculation of a cluster of 2 separate species, C2H5FS in total in a non-equilibrium geometry, from OMol25.

Results
- Kohn-Sham gap (Eh) = 0.3444
- energy above the lowest of the compared OMol25 structures with the same formula, charge and spin (eV) = 2.064
- HOMO (eV) = -10.033
- electronic energy (a.u.) = -577.1588

```
! RIJCOSX wB97M-V def2-TZVPD def2/J DEFGRID3
* xyz 0 1
C 0.490 0.359 -0.101
C -0.827 0.305 -0.698
F -1.524 1.744 0.609
S -1.984 -0.927 -0.198
H 0.772 1.445 0.112
H 1.252 -0.176 -0.650
H 0.609 -0.135 0.856
H -0.830 0.755 -1.657
H -1.862 -0.609 1.135
*
```

Mulliken population analysis, charges in e, atoms 1 to 4: atom 1 (C): -1.021, atom 2 (C): 0.248, atom 3 (F): -0.578, atom 4 (S): -0.141

3.
The following is a quantum chemistry calculation of a structure of composition C35H36ClNO8P2PdS in a non-equilibrium geometry, from OMol25.

Results
- Kohn-Sham gap (alpha / beta) (Eh) = 0.3257 / 0.2510
- energy above the lowest of the compared OMol25 structures with the same formula, charge and spin (eV) = 1.820
- HOMO (alpha / beta) (eV) = -8.399 / -8.496
- electronic energy (a.u.) = -3680.6692

```
! RIJCOSX wB97M-V def2-TZVPD def2/J DEFGRID3
* xyz 0 3
Pd -1.342 -0.997 -0.835
O -2.181 -2.072 -4.548
Cl -1.963 -1.725 -3.206
O -2.322 -2.818 -2.358
O -2.764 -0.600 -2.844
O -0.578 -1.411 -3.001
C 0.997 1.894 -0.235
P 0.789 0.067 -0.077
C 2.418 -0.577 -0.588
C 2.533 -1.339 -1.742
C 3.777 -1.816 -2.120
C 4.892 -1.540 -1.347
C 4.776 -0.773 -0.200
C 3.540 -0.294 0.184
C 0.921 -0.220 1.708
C 0.746 0.763 2.673
C 0.856 0.429 4.012
C 1.128 -0.873 4.395
C 1.293 -1.858 3.432
C 1.183 -1.534 2.095
P 1.455 2.297 -2.001
C 3.285 2.089 -1.846
C 4.021 2.716 -0.847
C 5.398 2.609 -0.821
C 6.058 1.890 -1.803
C 5.333 1.277 -2.810
C 3.953 1.378 -2.832
C 1.561 4.135 -1.896
C 2.425 4.742 -2.807
C 2.589 6.112 -2.826
C 1.878 6.905 -1.939
C 0.997 6.314 -1.050
C 0.833 4.938 -1.027
H 1.758 2.240 0.472
H 0.021 2.331 -0.008
H 1.645 -1.540 -2.327
H 3.880 -2.407 -3.017
H 5.860 -1.918 -1.639
H 5.648 -0.548 0.395
H 3.442 0.302 1.081
H 0.507 1.778 2.397
H 0.713 1.191 4.763
H 1.194 -1.119 5.445
H 1.498 -2.880 3.718
H 1.286 -2.286 1.324
H 3.522 3.314 -0.097
H 5.959 3.100 -0.039
H 7.135 1.812 -1.783
H 5.843 0.725 -3.585
H 3.379 0.907 -3.617
H 2.983 4.125 -3.499
H 3.276 6.563 -3.529
H 2.007 7.977 -1.942
H 0.433 6.927 -0.362
H 0.133 4.499 -0.332
C -2.419 -5.626 1.759
N -2.158 -4.518 0.874
C -3.325 -3.825 0.381
C -0.919 -4.138 0.582
O -0.558 -3.225 -0.145
H -2.773 -5.266 2.728
H -1.511 -6.209 1.905
H -3.184 -6.273 1.324
H -3.905 -4.480 -0.273
H -2.996 -2.960 -0.204
H -3.945 -3.489 1.213
H -0.164 -4.777 1.076
C -7.803 -1.826 1.649
C -6.489 -1.131 1.457
C -5.784 -1.248 0.263
C -4.553 -0.630 0.098
C -4.032 0.112 1.142
C -4.720 0.248 2.334
C -5.950 -0.362 2.487
S -2.315 0.562 1.110
O -2.051 1.518 2.150
O -1.963 1.068 -0.228
O -1.696 -0.764 1.340
H -8.134 -2.303 0.730
H -8.569 -1.123 1.973
H -7.712 -2.588 2.424
H -6.196 -1.836 -0.545
H -4.026 -0.689 -0.854
H -4.266 0.834 3.117
H -6.488 -0.250 3.417
*
```

Mulliken population analysis, charges in e, atoms 1 to 4: atom 1 (Pd): -0.139, atom 2 (O): -0.762, atom 3 (Cl): 1.965, atom 4 (O): -0.593

4.
The following is a quantum chemistry calculation of an isolated molecule of C10H10N2S in a non-equilibrium geometry, from OMol25.

Results
- Kohn-Sham gap (Eh) = 0.3259
- energy above the lowest of the compared OMol25 structures with the same formula, charge and spin (eV) = 2.514
- HOMO (eV) = -8.489
- electronic energy (a.u.) = -894.6863

```
! RIJCOSX wB97M-V def2-TZVPD def2/J DEFGRID3
* xyz 0 1
C -2.761 1.241 0.566
C 3.881 0.020 0.059
C 3.197 1.165 0.387
C 3.166 -1.124 -0.032
C 1.854 1.154 0.694
C 1.733 -1.145 0.026
C 1.124 0.090 0.253
C -1.215 -0.729 0.191
C -3.564 -0.297 -1.067
C -2.876 -0.143 0.274
N -2.652 2.361 0.770
N -0.292 0.240 0.216
S -1.107 -2.311 0.131
H 4.894 0.013 -0.309
H 3.692 2.128 0.659
H 3.623 -2.088 -0.501
H 1.320 2.068 1.001
H 1.287 -2.008 -0.504
H -2.948 -0.175 -2.029
H -4.372 0.338 -1.225
H -4.100 -1.321 -1.232
H -3.234 -0.685 1.185
H -0.649 1.206 0.486
*
```

Mulliken population analysis, charges in e, atoms 1 to 4: atom 1 (C): 0.092, atom 2 (C): -0.462, atom 3 (C): -0.384, atom 4 (C): -0.334